ORCA calculation (ωB97M-V with the def2-TZVPD basis set) on a 3-piece molecular cluster, C3H12NO4 overall at a distorted geometry.

E_LUMO (alpha / beta), eV: 0.7 / -4.0
⟨S²⟩: 0.76
Charge: 0
Frontier orbital gap (alpha / beta), eV: 10.55 / 5.90
2S+1: 2
Strongest force on any atom, eV/A: 2.79
Relative energy (zero: lowest compared OMol25 entry of this formula, charge and spin), kJ/mol: 214.7

XYZ file:
```
20
Properties=species:S:1:pos:R:3:nbo_charge:R:1
C 1.89143 -0.47585 0.06194 -0.119
O 1.63283 -0.43210 -1.33765 -0.334
C 0.67246 0.04518 0.91734 -0.105
C -0.38613 -1.12450 1.16542 -0.062
O -1.72028 -0.74598 1.31151 -0.764
N 1.33631 0.51221 2.10607 -0.833
H 2.87278 -0.01129 0.18637 0.213
H 2.12153 -1.52435 0.18183 0.251
H 0.06663 0.73543 0.31281 0.190
H -0.46340 -1.84029 0.33234 0.173
H -0.14754 -1.55396 2.13301 0.190
H -2.23606 -0.34356 0.52450 0.518
H 1.98391 1.23891 1.86097 0.363
H 0.73799 0.80648 2.84301 0.379
H 0.57452 0.05827 -1.51002 0.500
H -0.13956 0.73742 -3.19119 0.473
O -0.23505 0.94375 -2.26170 -0.976
H -1.59981 0.83184 -1.65545 0.492
H -2.43827 1.75633 -0.86710 0.453
O -2.60238 0.89949 -1.27910 -1.002
```


ORCA calculation (ωB97M-V with the def2-TZVPD basis set) on C5H6O as an isolated structure at a distorted geometry.

E_LUMO, eV: 0.8
Charge: 0
Frontier orbital gap, eV: 10.16
Strongest force on any atom, eV/A: 2.04
Relative energy (zero: lowest compared OMol25 entry of this formula, charge and spin), kJ/mol: 204.2

XYZ file:
```
12
Properties=species:S:1:pos:R:3:nbo_charge:R:1
C 1.88864 -0.53227 0.02780 -0.658
C 0.38142 -0.06734 -0.06900 -0.050
C -0.82036 -0.01744 0.92751 0.550
C -1.68883 0.74064 -0.04224 -0.520
C -0.61332 0.21962 -0.98302 -0.137
O -1.36576 -0.74390 1.72182 -0.546
H 2.44047 -0.17628 0.92703 0.237
H 2.50155 -0.21653 -0.83343 0.229
H 1.97317 -1.63182 0.08022 0.238
H -1.84849 1.82025 0.01359 0.223
H -2.67917 0.28226 -0.04587 0.214
H -0.69186 0.30558 -2.06958 0.221
```


ORCA calculation (ωB97M-V with the def2-TZVPD basis set) on one molecule with the formula C15H20N2O3.

E_LUMO, eV: 0.7
Charge: 0
Frontier orbital gap, eV: 8.84
SMILES: CCOc1ccc(OCCOCCn2ccnc2)cc1
Strongest force on any atom, eV/A: 0.76
Relative energy (zero: lowest compared OMol25 entry of this formula, charge and spin), kJ/mol: 277.7

XYZ file:
```
40
Properties=species:S:1:pos:R:3:nbo_charge:R:1
C 6.75610 0.57754 0.37547 -0.638
C 6.27168 -0.42501 -0.66850 -0.061
O 5.23473 -1.25551 -0.18903 -0.495
C 3.96798 -0.76368 -0.07639 0.279
C 3.03778 -1.63121 0.50338 -0.234
C 1.72358 -1.25740 0.65122 -0.225
C 1.29205 -0.00010 0.22520 0.260
O -0.03731 0.27160 0.41776 -0.514
C -0.53533 1.53051 0.01656 -0.102
C -2.02951 1.59259 0.35812 -0.083
O -2.86031 1.05480 -0.64109 -0.528
C -2.81539 -0.34684 -0.79607 -0.080
C -3.64734 -1.10056 0.25881 -0.234
N -5.04305 -0.78372 0.15459 -0.347
C -5.66650 0.32595 0.65155 -0.098
C -6.96691 0.24116 0.24725 -0.099
N -7.15296 -0.88709 -0.48599 -0.457
C -5.98887 -1.47128 -0.52927 0.158
C 2.20878 0.86329 -0.35173 -0.234
C 3.53638 0.48483 -0.50009 -0.307
H 7.58485 1.15404 -0.02639 0.214
H 5.95738 1.25738 0.66172 0.212
H 7.09069 0.04902 1.26447 0.216
H 5.96504 0.08721 -1.58915 0.168
H 7.07976 -1.11913 -0.91661 0.193
H 3.37704 -2.60151 0.82879 0.226
H 1.00524 -1.92592 1.09876 0.221
H -0.00944 2.33203 0.55232 0.181
H -0.40652 1.67545 -1.06422 0.187
H -2.33521 2.63793 0.43929 0.201
H -2.18132 1.09803 1.32602 0.172
H -3.23766 -0.53546 -1.78705 0.195
H -1.78480 -0.71562 -0.76300 0.192
H -3.29474 -0.84523 1.26228 0.208
H -3.51569 -2.17451 0.10504 0.217
H -5.14527 1.05937 1.23094 0.214
H -7.77837 0.91407 0.43867 0.205
H -5.78493 -2.39721 -1.03021 0.190
H 1.91412 1.84220 -0.69585 0.211
H 4.21423 1.18799 -0.95757 0.216
```


ORCA calculation (ωB97M-V with the def2-TZVPD basis set) on C38H57BrClN4O5Sn as an isolated structure at a distorted geometry.

E_LUMO, eV: 2.1
Charge: -1
Frontier orbital gap, eV: 6.42
Strongest force on any atom, eV/A: 1.90
Relative energy (zero: lowest compared OMol25 entry of this formula, charge and spin), kJ/mol: 70.8

XYZ file:
```
107
Properties=species:S:1:pos:R:3:mulliken_charge:R:1
Sn 0.14880 -1.03700 -0.58300 1.603
O 0.76300 -3.60190 -1.35660 -0.719
Cl 2.13250 -3.36210 -1.64290 1.913
O 2.48920 -3.91530 -2.88740 -0.742
O 2.31550 -1.93060 -1.69410 -0.680
O 2.95640 -3.87550 -0.61570 -0.777
C -0.56270 4.68350 1.65980 -2.010
C -0.30840 3.52620 2.59760 0.980
C -0.73910 3.65270 3.86090 -1.587
C -0.60760 2.68110 4.92690 -0.741
C 0.46050 1.90110 5.06950 -0.716
C 1.65070 2.01980 4.17010 1.224
C 2.83010 1.23680 4.74300 -1.820
C 0.13130 2.16530 2.03150 0.572
N 0.47370 2.21870 0.61810 0.036
C 1.40300 2.89840 0.09800 1.257
C 2.32960 3.89400 0.77120 -2.272
C 1.71760 2.64800 -1.33020 0.020
C 2.41780 3.73940 -2.10240 -2.266
N 1.46950 1.49870 -1.79960 1.510
C 1.91940 1.03250 -3.03650 -1.192
C 1.11030 1.07070 -4.17620 1.246
C -0.21910 1.76330 -4.17510 -1.319
C 1.54480 0.42510 -5.32450 -0.869
C 2.75750 -0.23580 -5.36010 -0.910
C 3.57040 -0.22530 -4.24370 -0.740
C 3.17450 0.40950 -3.07850 1.572
C 4.10490 0.41570 -1.90210 -1.815
H -1.50120 5.17340 1.92280 0.555
H -0.62410 4.35780 0.62500 0.280
H 0.22630 5.43550 1.73280 0.377
H -1.25270 4.56960 4.13780 0.453
H -1.42040 2.64070 5.64350 0.426
H 0.51710 1.18870 5.88050 0.370
H 3.13000 1.64410 5.70840 0.475
H 3.67960 1.27660 4.06430 0.443
H 2.55420 0.19290 4.87950 0.206
H 2.08610 4.02690 1.82010 0.208
H 2.26480 4.86070 0.27510 0.516
H 3.35850 3.54220 0.68820 0.466
H 1.95380 4.70900 -1.92430 0.474
H 2.38350 3.51850 -3.16830 0.519
H 3.46390 3.79240 -1.80110 0.307
H -0.25920 2.55850 -3.43220 0.203
H -0.99280 1.03100 -3.94480 0.094
H -0.43260 2.17520 -5.16160 0.553
H 0.91250 0.43110 -6.19920 0.454
H 3.06710 -0.76790 -6.24700 0.408
H 4.52680 -0.72810 -4.26160 0.420
H 4.61000 -0.54330 -1.84470 0.525
H 3.56230 0.56550 -0.97240 0.061
H 4.85820 1.20160 -2.00950 0.350
C -1.21300 0.20740 3.01210 -0.196
N -1.03350 1.26220 2.04250 2.512
C 1.36930 1.55460 2.73320 -0.772
C -2.29900 1.92440 1.81550 -1.136
C -3.34020 1.08610 1.08140 -1.681
N -2.96110 0.71140 -0.26640 1.080
C -2.47260 1.82790 -1.05210 -0.755
C -4.10130 0.08600 -0.91050 -1.213
H -1.81140 0.53650 3.87500 0.178
H -0.27820 -0.18260 3.38760 -0.268
H -1.71400 -0.61820 2.51070 -0.461
H 1.91990 3.08740 4.11690 0.333
H 2.24940 1.79940 2.13640 0.877
H 1.28290 0.46990 2.69680 -0.940
H -2.13380 2.82250 1.22420 0.278
H -2.75050 2.23350 2.78150 0.453
H -4.26780 1.70020 1.07080 0.478
H -3.56340 0.17060 1.63300 0.533
H -3.15160 2.69990 -1.02730 0.174
H -2.36890 1.49470 -2.08060 0.412
H -1.48830 2.11730 -0.68870 -0.088
H -4.96360 0.77390 -0.97080 0.385
H -4.39180 -0.78750 -0.33220 0.162
H -3.81760 -0.24250 -1.90570 0.306
Br -1.34920 -1.38270 -2.60480 -0.825
C -3.06030 -4.30590 -0.86180 -1.681
C -2.80650 -3.53330 0.43110 2.558
C -4.10190 -3.33650 1.22460 -1.774
C -1.77090 -4.20110 1.30090 0.533
C -1.98480 -5.48640 1.75760 -0.948
C -1.09310 -6.10130 2.61830 -1.142
C 0.02850 -5.40080 3.01830 -1.101
C 0.29790 -4.11460 2.57380 0.448
C 1.52630 -3.45410 3.18060 0.670
C 2.30800 -2.49920 2.28320 -0.684
C 1.12120 -2.74930 4.48330 -1.484
C -0.60750 -3.48670 1.68430 -0.058
O -0.41260 -2.26550 1.24970 0.340
H -3.70870 -3.72730 -1.51750 0.401
H -3.52740 -5.27000 -0.66240 0.371
H -2.11650 -4.47260 -1.37620 0.261
H -2.42130 -2.54420 0.15460 -1.360
H -4.47730 -4.29340 1.58380 0.443
H -4.87110 -2.87650 0.60540 0.431
H -3.92420 -2.69810 2.08920 0.310
H -2.86830 -6.02440 1.43770 0.320
H -1.27470 -7.10610 2.97980 0.368
H 0.72510 -5.86800 3.70790 0.354
H 2.21970 -4.26490 3.44900 0.540
H 1.71230 -1.62330 2.03330 -0.442
H 2.59920 -3.00160 1.36380 -0.025
H 3.21200 -2.17270 2.80240 0.543
H 0.44380 -1.92580 4.27130 0.239
H 2.00310 -2.36390 4.99740 0.391
H 0.60570 -3.44450 5.14370 0.453
```